1.
A 2-piece molecular cluster, C5H10O2 overall, computed with ωB97M-V/def2-TZVPD.

XYZ file:
```
17
Properties=species:S:1:pos:R:3:lowdin_charge:R:1
O -0.284 0.840 -2.446 0.01
O 1.175 -0.469 -0.732 -0.01
C -1.193 -1.051 -1.002 0.01
C 0.663 1.320 1.422 0.00
C -0.138 -0.253 -0.270 -0.49
C -0.975 0.401 -1.332 -0.30
C -0.268 0.457 1.023 -0.15
H -0.789 -1.750 -1.729 0.12
H -2.110 -1.362 -0.504 0.11
H 1.728 -0.716 0.020 0.08
H -1.728 1.102 -0.970 0.15
H 1.211 -1.098 2.126 0.05
H -1.212 0.336 1.553 0.12
H 1.571 1.458 0.834 0.07
H 0.651 0.675 -2.231 0.09
H 0.550 1.922 2.316 0.06
H 1.146 -1.810 1.922 0.08
```

Values from the calculation:
- Gap between HOMO and LUMO: 9.864 eV
- Total charge: 0
- E_LUMO: 0.968 eV
- ΔE to the lowest compared entry with this formula, charge and spin: 4.030 eV
- SMILES: C=C[C@@]1(O)C[C@@H]1O.[H][H]

2.
C18H24CuN8O3PS as an isolated structure, computed with ωB97M-V/def2-TZVPD.

XYZ file:
```
56
Properties=species:S:1:pos:R:3:mulliken_spin:R:1
Cu 0.122 0.215 1.492 0.66
S 2.802 -0.806 1.210 0.00
P -2.148 -1.608 -0.463 0.00
O 2.050 -0.935 -0.040 0.00
O 1.910 -0.073 2.201 0.07
O 3.342 -2.006 1.778 0.00
N 2.957 5.162 -0.723 0.00
N -0.266 -1.020 -2.528 0.00
N -3.900 0.253 0.701 0.00
N -1.811 0.602 1.251 0.08
N -1.643 0.624 -1.965 0.00
N -0.632 -3.660 0.700 0.00
N 0.733 1.960 0.698 0.09
N -0.389 -1.745 1.738 0.06
C 0.168 -3.890 1.789 0.00
C -1.220 -0.587 -1.664 0.00
C -2.634 -0.184 0.566 0.00
C -2.578 1.560 1.853 0.00
C -0.923 0.996 -3.070 0.00
C 0.318 -2.697 2.419 0.00
C -0.059 0.000 -3.423 0.00
C -3.880 1.357 1.510 0.01
C 1.779 4.079 1.067 0.00
C 2.225 4.123 -0.265 0.00
C 4.128 0.314 0.909 0.00
C -5.084 -0.299 0.050 0.00
C -0.923 -2.335 0.676 0.00
C 1.888 3.040 -1.089 0.00
C 1.162 1.997 -0.570 0.00
C 0.474 -2.267 -2.456 0.00
C -1.019 -4.700 -0.244 0.00
C 1.055 2.994 1.490 0.00
H 0.988 -2.421 -3.401 0.00
H -1.910 -4.390 -0.788 0.00
H -5.057 -0.078 -1.015 0.00
H -4.778 1.892 1.763 0.00
H 4.862 0.199 1.702 0.00
H 0.919 1.144 -1.184 0.00
H -5.127 -1.373 0.208 0.00
H -2.158 2.335 2.470 0.00
H 2.197 3.013 -2.126 0.00
H 1.998 4.881 1.757 0.00
H 4.563 0.049 -0.052 0.00
H 3.746 1.332 0.887 0.00
H 0.555 -4.869 2.008 0.00
H 3.270 5.196 -1.676 0.00
H -0.209 -4.906 -0.939 0.00
H -0.221 -3.092 -2.317 0.00
H 0.715 2.945 2.517 0.00
H -5.962 0.163 0.493 0.00
H 0.882 -2.465 3.305 0.00
H 1.198 -2.233 -1.641 0.00
H -1.254 -5.602 0.314 0.00
H -1.061 1.955 -3.540 0.00
H 3.171 5.944 -0.132 0.00
H 0.668 -0.085 -4.212 0.00
```

Values from the calculation:
- Gap between HOMO and LUMO (spin up / spin down): 9.229 / 8.210 eV
- Total charge: +1
- E_LUMO (spin up / spin down): -2.095 / -3.112 eV
- Spin multiplicity: 2
- ΔE to the lowest compared entry with this formula, charge and spin: 0.000 eV

3.
An isolated ion of composition C7H10N3O and charge +1 in a non-equilibrium geometry, computed with ωB97M-V/def2-TZVPD.

XYZ file:
```
21
Properties=species:S:1:pos:R:3:lowdin_charge:R:1
O -1.532 0.956 1.068 0.24
N 0.300 -1.190 -2.108 0.06
N -1.680 -0.400 -0.919 0.22
N 1.179 -0.233 -2.021 -0.01
C -0.877 -1.339 -1.705 -0.11
C -1.290 0.021 0.217 -0.24
C -0.342 0.067 1.292 -0.28
C -0.459 -0.853 2.476 0.04
C 0.997 1.519 -0.280 -0.06
C 1.068 1.097 -1.539 -0.08
C 1.008 0.680 0.967 -0.08
H 1.707 -0.155 0.851 0.15
H -1.050 -1.736 2.243 0.10
H -0.941 -0.328 3.300 0.11
H -1.401 -2.238 -1.979 0.12
H 1.335 1.287 1.812 0.14
H 0.931 2.586 -0.135 0.12
H -2.545 -0.045 -1.330 0.19
H 1.136 1.841 -2.324 0.12
H 0.526 -1.168 2.805 0.10
H 1.932 -0.369 -2.690 0.16
```

Values from the calculation:
- Gap between HOMO and LUMO: 9.484 eV
- Total charge: +1
- E_LUMO: -3.540 eV
- ΔE to the lowest compared entry with this formula, charge and spin: 4.057 eV
- SMILES: C[C@@]12C/C=C\N/N=C\[NH+]=C/1O2

4.
An isolated molecule of C5H8N2O2 in a non-equilibrium geometry, computed with ωB97M-V/def2-TZVPD.

XYZ file:
```
17
Properties=species:S:1:pos:R:3:lowdin_charge:R:1
O -1.974 -0.786 0.939 0.09
O -2.626 0.965 -0.157 0.05
N -1.896 -0.016 0.037 -0.38
N -0.134 -1.514 -0.690 -0.03
C -0.723 -0.272 -0.836 -0.18
C 0.471 0.916 -0.095 -0.14
C 1.615 0.025 0.162 -0.13
C 0.090 2.171 0.207 0.07
C 0.855 -1.375 0.381 -0.20
H -0.898 -2.163 -0.615 0.13
H 0.374 -1.206 1.384 0.11
H 1.385 -2.384 0.308 0.13
H 2.305 0.254 0.982 0.12
H 2.138 -0.308 -0.768 0.13
H 0.670 2.907 0.740 0.07
H -0.771 2.598 -0.167 0.03
H -0.882 0.186 -1.812 0.15
```

Values from the calculation:
- Gap between HOMO and LUMO: 10.132 eV
- Total charge: 0
- E_LUMO: 0.341 eV
- ΔE to the lowest compared entry with this formula, charge and spin: 6.152 eV
- SMILES: C=C1CCN[C@H]1[N+](=O)[O-]

5.
C11H14BClF4Mg2N3O4P as an isolated structure in a non-equilibrium geometry, computed with ωB97M-V/def2-TZVPD.

XYZ file:
```
41
Properties=species:S:1:pos:R:3:lowdin_charge:R:1
Cl 1.212 -2.018 -0.059 0.12
P 0.247 0.327 -2.398 0.78
Mg -4.046 6.856 1.286 1.59
Mg 1.079 2.835 -1.332 1.26
F -1.968 5.450 0.808 0.12
F -3.754 6.137 -0.353 -0.02
F -3.671 4.002 0.420 0.22
F -2.295 4.570 -1.321 0.22
O 0.847 0.357 -3.885 -0.22
O 0.522 1.402 0.529 0.04
O -2.345 -3.688 2.613 0.05
O 3.502 0.063 -2.635 0.17
N 1.737 0.884 -1.357 -0.22
N -2.332 -2.389 0.794 0.01
N -0.331 -1.134 -2.268 -0.19
C 5.034 -0.025 0.079 0.04
C 4.306 -0.151 2.396 0.00
C 2.763 0.460 0.730 -0.19
C 1.537 0.895 0.093 -0.56
C -2.951 -3.265 1.647 -0.54
C 3.023 0.222 2.065 0.02
C -4.374 -3.667 1.346 -0.01
C -2.901 -1.789 -0.392 -0.09
C 5.302 -0.247 1.415 0.00
C 3.735 0.290 -0.245 -0.12
C 3.130 0.441 -1.570 -0.39
B -2.855 4.923 -0.150 -1.19
H 6.297 -0.537 1.706 0.12
H -4.700 -4.356 2.117 0.09
H -2.902 -0.698 -0.311 0.08
H 0.027 -1.673 -3.057 0.08
H -4.443 -4.165 0.379 0.09
H -3.918 -2.146 -0.505 0.07
H 5.786 -0.148 -0.679 0.14
H 2.225 0.292 2.782 0.14
H 4.539 -0.400 3.415 0.12
H -0.018 -1.659 -1.277 -0.12
H 1.702 0.800 -3.959 0.06
H -1.377 -2.193 1.065 0.08
H -2.335 -2.059 -1.279 0.05
H -5.035 -2.799 1.348 0.08
```

Values from the calculation:
- Gap between HOMO and LUMO: 1.440 eV
- Total charge: +2
- E_LUMO: -10.836 eV

6.
C41H47IN8OS3Ti as an isolated structure in a non-equilibrium geometry, computed with ωB97M-V/def2-TZVPD.

XYZ file:
```
102
Properties=species:S:1:pos:R:3:mulliken_spin:R:1
I -3.312 -3.485 -3.869 0.00
Ti -0.762 0.818 -0.111 1.09
S 1.099 0.504 -2.521 0.03
S -1.166 -2.147 2.774 0.00
S -3.650 -3.821 2.425 0.00
O 0.980 1.180 -1.155 0.00
N 2.794 -0.264 2.213 0.00
N -1.267 -2.281 -0.390 0.05
N -2.607 -3.289 4.683 0.00
N 0.628 -0.056 1.316 -0.03
N -1.714 1.812 -1.803 0.01
N -0.797 -1.305 -1.199 -0.07
N -1.433 1.669 1.604 0.09
N -2.608 0.353 -0.057 0.05
C -4.320 -4.733 3.861 0.00
C 2.557 0.568 3.401 0.00
C 2.795 3.769 -4.244 0.00
C 1.394 1.494 -5.026 0.00
C 4.966 -1.892 -2.623 0.00
C -2.456 0.936 2.152 0.09
C 2.555 3.520 -5.589 0.00
C 2.081 -1.760 0.424 0.03
C -2.614 2.011 -4.423 0.02
C -1.334 -1.571 -2.395 0.02
C -2.809 1.068 3.490 0.01
C -3.157 1.062 -3.582 0.03
C 1.818 -0.610 1.347 0.04
C 3.848 0.174 -2.090 0.00
C -2.414 -3.055 3.388 0.00
C -3.183 0.165 1.155 0.14
C 4.585 -1.869 2.908 0.00
C -2.714 0.997 -2.264 0.04
C -0.780 2.561 2.389 0.02
C 1.850 2.389 -5.980 0.00
C 5.007 -0.581 -2.161 0.00
C -2.151 -2.699 -2.341 0.00
C 1.642 1.755 -3.686 0.00
C -1.115 2.740 3.712 0.01
C 2.599 -1.700 -2.975 0.00
C -2.136 1.973 4.278 0.04
C 2.332 2.886 -3.281 0.00
C 2.654 -0.394 -2.508 0.01
C 3.762 -2.454 -3.023 0.00
C 1.748 -0.127 4.489 0.00
C 4.184 -0.691 2.026 0.00
C -3.316 0.207 -1.205 0.20
C 0.315 3.346 1.724 0.02
C -0.454 3.885 -1.956 0.02
C -5.006 -0.911 0.056 0.15
C -1.698 2.925 -3.914 0.03
C -3.828 -3.973 5.089 0.00
C -4.380 -0.518 1.244 -0.07
C -4.518 -0.486 -1.176 -0.07
C -1.285 2.814 -2.595 0.01
C -2.084 -3.123 -1.033 0.00
H -1.134 4.550 -1.417 0.00
H -2.931 2.075 -5.455 0.00
H -0.596 3.475 4.311 0.00
H 0.072 4.480 -2.699 0.00
H -1.054 -2.293 0.623 0.00
H 0.257 3.467 -1.250 -0.01
H 3.347 4.651 -3.950 0.00
H -3.921 0.378 -3.926 0.00
H 1.579 0.561 5.318 0.00
H -4.849 -0.710 2.198 0.00
H -1.111 -0.977 -3.263 0.01
H -2.554 -3.961 -0.547 0.00
H -3.617 0.471 3.891 0.00
H 5.600 -2.180 2.660 0.00
H 0.852 0.600 -5.314 0.00
H 1.648 -2.118 -3.286 0.00
H 4.813 0.171 2.256 0.00
H 4.347 -0.933 0.979 0.00
H 0.860 2.717 1.014 0.00
H -4.570 -3.242 5.423 0.00
H 2.494 3.074 -2.227 0.00
H 2.078 -2.668 1.032 0.00
H -1.958 -2.930 5.366 0.00
H -0.119 4.183 1.174 0.01
H 3.879 1.189 -1.718 0.00
H -3.929 -5.747 3.821 0.00
H 3.035 -1.709 -0.092 0.00
H -5.077 -0.671 -2.083 0.00
H 5.949 -0.140 -1.862 0.00
H -3.623 -4.651 5.915 0.00
H 1.661 2.204 -7.028 0.00
H -5.403 -4.757 3.788 0.00
H 2.073 1.506 3.109 0.00
H 0.787 -0.458 4.114 0.00
H 3.534 0.829 3.801 0.00
H 2.922 4.208 -6.339 0.00
H 3.723 -3.476 -3.376 0.00
H 1.010 3.749 2.457 0.00
H 0.514 0.562 2.113 -0.02
H -5.924 -1.481 0.103 0.01
H 5.873 -2.477 -2.675 0.00
H -1.320 3.728 -4.531 0.00
H 3.916 -2.715 2.756 0.00
H -2.395 2.096 5.321 0.00
H 1.285 -1.824 -0.306 -0.01
H 2.283 -0.999 4.864 0.00
H 4.568 -1.588 3.961 0.00
```

Values from the calculation:
- Gap between HOMO and LUMO (spin up / spin down): 5.522 / 7.776 eV
- Total charge: +2
- E_LUMO (spin up / spin down): -4.936 / -5.330 eV
- Spin multiplicity: 3
- ΔE to the lowest compared entry with this formula, charge and spin: 0.348 eV

7.
C6H8N2O4 as an isolated structure in a non-equilibrium geometry, computed with ωB97M-V/def2-TZVPD.

XYZ file:
```
20
Properties=species:S:1:pos:R:3:lowdin_charge:R:1
O -2.372 -0.128 1.745 0.10
O -0.283 2.285 -0.637 0.16
O -0.713 -1.236 -2.192 0.15
O 1.640 2.317 0.414 0.10
N -0.683 -0.451 0.034 0.12
N 1.142 0.097 1.640 0.08
C -2.585 -0.955 -0.684 0.05
C -1.920 -0.375 0.643 -0.36
C -1.202 -1.057 -1.135 -0.45
C 0.584 1.680 -0.091 -0.48
C 0.645 0.169 0.219 -0.39
C 1.745 -0.495 -0.649 0.02
H -3.039 -0.071 -1.136 0.14
H 1.322 -0.247 -1.654 0.10
H 2.587 0.166 -0.571 0.07
H 2.404 1.832 0.812 0.13
H 1.922 -1.566 -0.456 0.11
H 1.430 -0.816 1.940 0.08
H -3.313 -1.821 -0.647 0.15
H 0.690 0.671 2.405 0.13
```

Values from the calculation:
- Gap between HOMO and LUMO: 10.516 eV
- Total charge: 0
- E_LUMO: 0.474 eV
- ΔE to the lowest compared entry with this formula, charge and spin: 2.095 eV

8.
A 7-piece molecular cluster, C28H77N7O7 overall in a non-equilibrium geometry, computed with ωB97M-V/def2-TZVPD.

XYZ file:
```
119
Properties=species:S:1:pos:R:3:lowdin_charge:R:1
O -2.039 -0.161 -3.930 -0.18
O -1.257 2.062 0.198 -0.21
O 2.174 -3.504 3.606 -0.17
O 3.868 -1.061 -0.090 -0.26
O -1.636 -0.833 4.815 -0.25
O 3.658 3.492 1.346 -0.22
O -5.129 1.691 -2.354 -0.20
N -4.140 -0.920 3.704 0.04
N 2.247 1.286 -0.467 0.04
N 3.746 3.524 -1.626 0.03
N 0.492 -0.140 -6.589 0.03
N -7.847 -0.037 -0.432 0.04
N 2.336 -1.366 -2.448 0.07
N -1.461 -3.980 4.146 0.04
C -0.796 0.149 -4.509 -0.22
C 0.809 1.020 -0.287 -0.36
C -3.499 -0.019 1.571 -0.06
C 4.488 -1.622 -1.270 -0.15
C 3.949 -2.833 -3.470 -0.05
C 5.860 4.637 -1.475 -0.07
C -1.974 3.170 0.721 -0.10
C -5.889 -1.176 -1.371 -0.06
C 0.096 -5.677 3.474 -0.07
C -6.484 0.156 -0.949 -0.44
C 3.428 -2.312 -2.137 -0.43
C -0.669 -0.639 -5.812 -0.43
C 4.577 4.288 0.594 -0.21
C -0.550 -0.303 5.586 -0.08
C 0.753 -0.113 0.747 -0.06
C 4.846 -0.541 0.782 -0.11
C 0.795 -3.278 3.499 -0.21
C 0.125 2.301 0.241 -0.19
C 3.411 4.010 2.626 -0.13
C -0.558 -2.154 -5.593 -0.04
C -6.460 1.213 -2.077 -0.17
C -4.659 2.577 -1.357 -0.11
C -0.052 -4.361 4.171 -0.45
C -1.821 -0.096 3.611 -0.19
C -2.988 -0.747 2.799 -0.41
C -2.128 0.314 -2.597 -0.09
C 4.915 3.653 -0.722 -0.43
C 2.962 -2.552 2.925 -0.11
H -7.023 2.107 -1.788 0.11
H 2.676 -2.575 1.870 0.08
H -3.882 0.961 1.873 0.07
H 4.456 -2.024 -3.991 0.08
H 5.342 2.650 -0.619 0.13
H -1.487 -2.714 -5.552 0.08
H 4.289 4.307 3.211 0.09
H 0.429 3.148 -0.386 0.14
H -1.495 -0.293 -1.945 0.09
H 2.995 -3.122 -1.536 0.14
H 4.577 -3.683 -3.192 0.08
H 5.436 0.282 0.370 0.08
H 2.724 4.862 2.637 0.09
H 0.367 0.668 -1.220 0.11
H -5.907 0.477 -0.081 0.11
H 4.089 5.260 0.466 0.14
H 4.014 -2.804 3.046 0.09
H -3.651 -1.192 4.560 0.06
H -2.042 -4.541 4.755 0.08
H 1.159 -1.018 0.298 0.06
H 0.031 -0.192 -3.874 0.11
H -0.708 1.212 -4.761 0.13
H -3.166 0.094 -2.340 0.06
H -6.503 -1.582 -2.178 0.08
H 6.393 4.113 -2.274 0.07
H 1.141 -5.993 3.473 0.08
H -2.058 0.953 3.826 0.13
H -6.860 0.855 -3.025 0.13
H 2.976 3.179 3.188 0.08
H -8.212 0.862 -0.142 0.07
H -0.700 0.748 5.843 0.09
H -2.046 1.403 -2.577 0.09
H -2.858 0.247 0.726 0.06
H 0.227 -4.420 5.232 0.14
H -1.607 -0.442 -6.346 0.13
H 2.752 0.410 -0.320 0.03
H 5.045 -0.826 -1.767 0.14
H 0.451 -3.172 2.462 0.13
H 0.180 0.717 -7.043 0.07
H -0.457 -0.879 6.502 0.09
H 3.208 2.682 -1.329 0.02
H -0.266 -0.394 1.050 0.06
H 0.315 -0.395 4.926 0.07
H -8.490 -0.410 -1.121 0.07
H -2.936 2.884 1.139 0.07
H -4.864 -1.103 -1.736 0.06
H -1.601 -3.022 4.461 0.04
H -2.094 3.847 -0.132 0.09
H -4.412 0.028 3.976 0.07
H 0.113 -2.390 -4.766 0.06
H -0.040 -2.491 -6.497 0.07
H 4.087 3.301 -2.554 0.06
H 6.699 4.927 -0.836 0.07
H 1.257 0.090 1.693 0.08
H -2.587 -1.735 2.551 0.13
H 1.643 -1.899 -2.957 0.05
H -5.854 -1.853 -0.517 0.08
H 0.549 -0.746 -7.406 0.06
H -0.321 -5.664 2.467 0.08
H 2.822 -1.560 3.369 0.08
H -0.903 -0.100 3.015 0.10
H 2.602 1.934 0.225 0.05
H 3.122 -3.199 -4.077 0.07
H -4.746 2.214 -0.332 0.07
H 5.312 5.455 -1.933 0.08
H -3.600 2.780 -1.510 0.06
H 4.450 -0.288 1.762 0.09
H 1.960 -1.017 -1.581 0.02
H -1.412 3.729 1.475 0.09
H 5.503 4.392 1.169 0.12
H 5.130 -2.416 -0.875 0.13
H -5.132 3.555 -1.496 0.09
H -0.442 -6.446 4.037 0.08
H -4.248 -0.654 1.096 0.07
H 0.475 2.478 1.266 0.13
H 0.498 -2.365 4.032 0.10
H 5.613 -1.305 0.964 0.09
```

Values from the calculation:
- Gap between HOMO and LUMO: 9.013 eV
- Total charge: 0
- E_LUMO: 0.416 eV
- ΔE to the lowest compared entry with this formula, charge and spin: 1.720 eV
- SMILES: COC[C@H](C)N.COC[C@H](C)N.COC[C@H](C)N.COC[C@H](C)N.COC[C@H](C)N.COC[C@H](C)N.COC[C@H](C)N

Question: What is the formula in the second record?
Answer: C18H24CuN8O3PS

Question: Which value of total charge does entry 8 give?
Answer: 0